This record from OMol25 describes 5 unconnected molecules or ions with the total composition C38H92N6O16P5S. The level of theory is ωB97M-V/def2-TZVPD.

Properties
Charge: +1
Gap between HOMO and LUMO, eV: 7.01
Strongest force on any atom, hartree/bohr: 0.0463

Last columns: bonded neighbours and bond lengths (Å).
Geometry (Å):
1 C -0.524 -0.166 -0.851  C2 1.331, H31 1.075, H32 1.077
2 C 0.456 0.723 -0.700  C1 1.331, C3 1.497, H33 1.077
3 C 1.004 1.420 -1.907  C2 1.497, O4 1.231, O5 1.358
4 O 1.019 0.860 -3.003  C3 1.231
5 O 1.507 2.676 -1.784  C3 1.358, C6 1.423
6 C 0.946 3.448 -0.729  O5 1.423, C7 1.509, H34 1.084, H35 1.082
7 C -0.454 3.887 -1.085  C6 1.509, C8 1.539, H36 1.086, H37 1.093
8 C -0.465 4.849 -2.286  C7 1.539, C9 1.527, H38 1.081, H39 1.083
9 C -1.477 4.534 -3.385  C8 1.527, C10 1.541, H40 1.086, H41 1.083
10 C -1.544 3.067 -3.856  C9 1.541, C11 1.536, H42 1.079, H43 1.083
11 C -2.974 2.510 -3.853  C10 1.536, C12 1.518, H44 1.086, H45 1.079
12 C -3.172 1.533 -2.709  C11 1.518, N13 1.488, C26 1.558, H46 1.086
13 N -4.518 1.610 -2.078  C12 1.488, C14 1.499, H47 1.031, H48 1.019
14 C -4.579 0.465 -1.112  N13 1.499, P15 1.876, P20 1.906, C23 1.553
15 P -3.402 0.462 0.349  C14 1.876, P16 2.185, H49 1.417
16 P -3.238 2.534 1.025  P15 2.185, O17 1.450, O18 1.613, O19 1.585
17 O -4.153 2.758 2.127  P16 1.450
18 O -3.578 3.562 -0.171  P16 1.613, H50 0.966
19 O -1.723 2.766 1.426  P16 1.585, H51 0.968
20 P -6.345 0.066 -0.514  C14 1.906, C21 1.818, O22 1.647
21 C -6.454 0.611 1.217  P20 1.818, H52 1.083, H53 1.086, H54 1.080
22 O -7.244 1.185 -1.322  P20 1.647, H55 0.967
23 C -4.130 -0.656 -2.088  C14 1.553, P24 1.859, C26 1.541, H56 1.093
24 P -3.819 -2.294 -1.265  C23 1.859, S25 1.938, H57 1.401, H58 1.403
25 S -1.995 -2.940 -1.363  P24 1.938
26 C -2.975 -0.004 -2.873  C12 1.558, C23 1.541, P27 1.824, H59 1.090
27 P -2.776 -0.643 -4.569  C26 1.824, N28 1.550, O29 1.569, O30 1.597
28 N -4.154 -0.611 -5.277  P27 1.550, H60 1.009
29 O -2.167 -2.079 -4.394  P27 1.569, H61 0.972
30 O -1.625 0.165 -5.324  P27 1.597, H62 0.959
31 H -0.839 -0.805 -0.046  C1 1.075
32 H -0.997 -0.223 -1.817  C1 1.077
33 H 0.860 0.966 0.268  C2 1.077
34 H 0.995 2.956 0.236  C6 1.084
35 H 1.548 4.343 -0.639  C6 1.082
36 H -0.831 4.404 -0.207  C7 1.086
37 H -1.088 3.008 -1.227  C7 1.093
38 H 0.537 4.967 -2.676  C8 1.081
39 H -0.741 5.813 -1.876  C8 1.083
40 H -2.439 4.936 -3.078  C9 1.086
41 H -1.181 5.109 -4.253  C9 1.083
42 H -1.209 3.024 -4.881  C10 1.079
43 H -0.898 2.408 -3.288  C10 1.083
44 H -3.700 3.312 -3.751  C11 1.086
45 H -3.210 2.041 -4.796  C11 1.079
46 H -2.438 1.809 -1.956  C12 1.086
47 H -5.147 1.304 -2.834  N13 1.031
48 H -4.858 2.526 -1.785  N13 1.019
49 H -2.133 0.209 -0.227  P15 1.417
50 H -2.969 3.462 -0.913  O18 0.966
51 H -1.127 2.212 0.901  O19 0.968
52 H -7.387 0.224 1.609  C21 1.083
53 H -6.487 1.692 1.319  C21 1.086
54 H -5.655 0.214 1.825  C21 1.080
55 H -7.148 2.043 -0.887  O22 0.967
56 H -4.945 -0.815 -2.799  C23 1.093
57 H -4.779 -3.143 -1.831  P24 1.401
58 H -4.211 -2.161 0.076  P24 1.403
59 H -2.028 -0.231 -2.384  C26 1.090
60 H -4.145 -0.118 -6.157  N28 1.009
61 H -1.205 -1.974 -4.301  O29 0.972
62 H -2.001 0.765 -5.969  O30 0.959
63 C -1.520 12.794 -2.119  O64 1.416, H72 1.089, H73 1.096, H74 1.093
64 O -0.418 12.091 -2.664  C63 1.416, C65 1.423
65 C 0.779 12.206 -1.902  O64 1.423, C66 1.513, H75 1.093, H76 1.093
66 C 1.153 10.875 -1.287  C65 1.513, N67 1.459, H77 1.093, H78 1.099
67 N 0.214 10.499 -0.236  C66 1.459, C68 1.458, H79 1.011
68 C 0.370 9.134 0.251  N67 1.458, C69 1.525, H80 1.093, H81 1.094
69 C 0.108 7.994 -0.727  C68 1.525, O70 1.420, H82 1.096, H83 1.097
70 O -1.247 7.875 -1.137  C69 1.420, C71 1.420
71 C -1.617 8.686 -2.242  O70 1.420, H84 1.092, H85 1.092, H86 1.091
72 H -2.331 12.742 -2.844  C63 1.089
73 H -1.863 12.351 -1.178  C63 1.096
74 H -1.273 13.845 -1.951  C63 1.093
75 H 0.689 12.981 -1.137  C65 1.093
76 H 1.573 12.506 -2.591  C65 1.093
77 H 2.156 10.948 -0.859  C66 1.093
78 H 1.182 10.136 -2.100  C66 1.099
79 H -0.728 10.612 -0.585  N67 1.011
80 H -0.318 9.013 1.091  C68 1.093
81 H 1.382 9.021 0.652  C68 1.094
82 H 0.340 7.061 -0.201  C69 1.096
83 H 0.769 8.029 -1.601  C69 1.097
84 H -0.787 8.835 -2.936  C71 1.092
85 H -2.001 9.655 -1.917  C71 1.092
86 H -2.425 8.176 -2.769  C71 1.091
87 C 5.463 -1.965 2.534  O88 1.412, H96 1.089, H97 1.097, H98 1.094
88 O 5.088 -3.194 1.949  C87 1.412, C89 1.428
89 C 4.820 -4.227 2.897  O88 1.428, C90 1.512, H99 1.091, H100 1.093
90 C 3.353 -4.592 2.889  C89 1.512, N91 1.459, H101 1.093, H102 1.099
91 N 2.540 -3.517 3.449  C90 1.459, C92 1.459, H103 1.011
92 C 1.103 -3.694 3.273  N91 1.459, C93 1.525, H104 1.093, H105 1.094
93 C 0.552 -3.698 1.852  C92 1.525, O94 1.420, H106 1.093, H107 1.095
94 O 0.657 -2.450 1.184  C93 1.420, C95 1.419
95 C 1.890 -2.208 0.524  O94 1.419, H108 1.092, H109 1.094, H110 1.086
96 H 5.766 -1.297 1.728  C87 1.089
97 H 4.633 -1.500 3.080  C87 1.097
98 H 6.311 -2.093 3.213  C87 1.094
99 H 5.151 -3.950 3.899  C89 1.091
100 H 5.399 -5.101 2.587  C89 1.093
101 H 3.206 -5.497 3.484  C90 1.093
102 H 3.074 -4.817 1.850  C90 1.099
103 H 2.813 -2.645 3.017  N91 1.011
104 H 0.611 -2.882 3.815  C92 1.093
105 H 0.805 -4.626 3.763  C92 1.094
106 H -0.519 -3.908 1.919  C93 1.093
107 H 0.984 -4.495 1.237  C93 1.095
108 H 2.352 -3.122 0.145  C95 1.092
109 H 2.595 -1.687 1.178  C95 1.094
110 H 1.685 -1.557 -0.320  C95 1.086
111 C -1.598 -9.267 -3.108  O112 1.414, H120 1.089, H121 1.096, H122 1.094
112 O -1.085 -9.164 -4.422  C111 1.414, C113 1.423
113 C -2.082 -9.020 -5.427  O112 1.423, C114 1.513, H123 1.093, H124 1.093
114 C -2.014 -7.649 -6.061  C113 1.513, N115 1.458, H125 1.094, H126 1.098
115 N -2.444 -6.614 -5.127  C114 1.458, C116 1.460, H127 1.011
116 C -2.197 -5.249 -5.581  N115 1.460, C117 1.527, H128 1.092, H129 1.094
117 C -0.745 -4.814 -5.765  C116 1.527, O118 1.417, H130 1.094, H131 1.096
118 O -0.008 -4.727 -4.558  C117 1.417, C119 1.418
119 C 0.591 -5.933 -4.113  O118 1.418, H132 1.092, H133 1.093, H134 1.090
120 H -0.763 -9.500 -2.449  C111 1.089
121 H -2.055 -8.328 -2.773  C111 1.096
122 H -2.334 -10.072 -3.033  C111 1.094
123 H -3.080 -9.218 -5.026  C113 1.093
124 H -1.875 -9.770 -6.196  C113 1.093
125 H -2.666 -7.628 -6.938  C114 1.094
126 H -0.981 -7.495 -6.400  C114 1.098
127 H -1.965 -6.751 -4.247  N115 1.011
128 H -2.647 -4.582 -4.842  C116 1.092
129 H -2.736 -5.090 -6.520  C116 1.094
130 H -0.760 -3.797 -6.169  C117 1.094
131 H -0.217 -5.427 -6.504  C117 1.096
132 H 0.878 -6.576 -4.947  C119 1.092
133 H -0.069 -6.482 -3.436  C119 1.093
134 H 1.488 -5.668 -3.554  C119 1.090
135 C 3.916 -1.390 9.574  O136 1.414, H144 1.089, H145 1.096, H146 1.094
136 O 5.111 -2.060 9.925  C135 1.414, C137 1.424
137 C 4.911 -3.244 10.690  O136 1.424, C138 1.513, H147 1.093, H148 1.093
138 C 5.297 -4.471 9.895  C137 1.513, N139 1.458, H149 1.094, H150 1.098
139 N 4.357 -4.710 8.806  C138 1.458, C140 1.460, H151 1.011
140 C 4.778 -5.740 7.861  N139 1.460, C141 1.525, H152 1.093, H153 1.094
141 C 6.035 -5.486 7.036  C140 1.525, O142 1.417, H154 1.093, H155 1.096
142 O 5.909 -4.431 6.098  C141 1.417, C143 1.417
143 C 6.180 -3.135 6.604  O142 1.417, H156 1.092, H157 1.093, H158 1.091
144 H 4.196 -0.445 9.110  C135 1.089
145 H 3.319 -1.966 8.859  C135 1.096
146 H 3.309 -1.175 10.458  C135 1.094
147 H 3.879 -3.315 11.045  C137 1.093
148 H 5.563 -3.175 11.564  C137 1.093
149 H 5.301 -5.340 10.559  C138 1.094
150 H 6.322 -4.318 9.530  C138 1.098
151 H 4.218 -3.847 8.300  N139 1.011
152 H 3.950 -5.886 7.162  C140 1.093
153 H 4.902 -6.681 8.405  C140 1.094
154 H 6.218 -6.386 6.444  C141 1.093
155 H 6.926 -5.340 7.657  C141 1.096
156 H 6.932 -3.154 7.395  C143 1.092
157 H 5.272 -2.649 6.969  C143 1.093
158 H 6.561 -2.532 5.778  C143 1.091

Results of the Löwdin charge analysis, in e, for atoms 1 through 5: atom 1 (C): -0.086, atom 2 (C): -0.053, atom 3 (C): -0.449, atom 4 (O): 0.112, atom 5 (O): 0.034